No. 1
Density functional theory data (wB97M-V/def2-TZVPD) for a molecular structure, C35H46N6O3P2Ti in a non-equilibrium geometry.

The geometry in XYZ format:
```
93
Properties=species:S:1:pos:R:3:mulliken_spin:R:1
Ti 1.735 -3.484 -2.258 0.828
C 1.928 -4.427 -3.956 0.245
C 0.567 -3.994 -3.897 0.098
C -0.543 -5.001 -3.650 0.027
C -0.395 -5.707 -2.298 0.005
C 0.481 -4.920 -1.339 -0.030
C 1.820 -5.166 -0.978 0.249
C 2.938 -5.562 -1.882 0.003
C 2.535 -5.667 -3.363 -0.011
C 1.828 -2.485 -0.081 0.437
H 2.542 -3.950 -4.724 0.018
H 0.304 -3.353 -4.739 -0.004
H -0.517 -5.763 -4.453 -0.008
H -1.537 -4.542 -3.767 0.001
H -1.393 -5.843 -1.851 0.005
H -0.031 -6.728 -2.490 0.002
H -0.081 -4.337 -0.600 0.118
H 2.049 -5.165 0.088 0.021
H 3.403 -6.499 -1.544 0.014
H 3.726 -4.794 -1.755 -0.006
H 3.465 -5.815 -3.926 0.002
H 1.896 -6.548 -3.501 0.017
H 2.158 -1.432 -0.054 -0.033
H 2.616 -3.042 0.454 0.000
H 0.951 -2.485 0.597 -0.106
P -1.571 -2.033 -0.322 0.012
P -0.090 -0.242 -2.602 -0.003
N -1.795 -3.638 0.777 -0.001
N -3.000 -1.404 0.357 0.001
N 1.428 -1.141 -3.219 -0.017
N -0.010 0.938 -3.884 0.002
C -2.099 -2.281 -2.081 0.024
C -1.404 -1.404 -3.175 0.027
C -0.810 -4.045 1.682 -0.004
C -1.183 -5.239 2.281 0.004
C -2.458 -5.587 1.751 -0.001
C -2.801 -4.599 0.826 0.002
C -2.972 -0.927 1.688 0.000
C -4.262 -0.912 2.174 0.000
C -5.113 -1.481 1.174 0.000
C -4.314 -1.831 0.104 0.000
C 2.506 -1.397 -2.301 0.033
C 3.599 -1.867 -3.064 0.013
C 3.215 -1.859 -4.425 0.011
C 1.876 -1.471 -4.484 0.046
C 0.861 1.273 -4.926 0.000
C 0.460 2.474 -5.486 0.000
C -0.690 2.912 -4.763 0.000
C -0.975 1.961 -3.805 0.000
H -3.182 -2.097 -2.125 -0.001
H -1.923 -3.355 -2.276 -0.017
H -1.022 -2.051 -3.973 -0.010
H -2.173 -0.768 -3.634 0.000
H 0.074 -3.456 1.843 0.001
H -0.592 -5.780 3.003 0.000
H -3.040 -6.458 2.005 0.000
H -3.721 -4.467 0.276 0.000
H -2.026 -0.645 2.124 0.001
H -4.552 -0.539 3.139 0.000
H -6.175 -1.645 1.223 0.000
H -4.546 -2.299 -0.839 0.000
H 2.645 -0.665 -1.510 -0.010
H 4.578 -2.021 -2.626 0.003
H 3.843 -2.133 -5.264 -0.002
H 1.234 -1.330 -5.342 -0.005
H 1.697 0.654 -5.198 0.001
H 0.942 2.976 -6.313 0.000
H -1.240 3.829 -4.906 0.000
H -1.764 1.886 -3.070 0.000
C 2.359 2.862 1.837 0.000
C 0.851 2.921 1.628 0.000
C 0.415 2.704 0.168 0.001
C -1.104 2.835 -0.067 0.000
C -1.948 2.183 1.027 0.000
C 1.074 3.695 -0.812 0.000
O 0.923 4.904 -0.735 0.000
N 1.864 3.172 -1.814 0.000
C 2.279 1.846 -1.982 0.000
O 2.970 1.542 -2.950 0.000
N 1.866 0.988 -1.010 -0.001
C 0.882 1.252 -0.154 -0.003
O 0.318 0.299 0.446 0.000
H 2.767 1.878 1.557 0.000
H 2.555 3.027 2.902 0.000
H 2.878 3.648 1.275 0.000
H 0.401 2.098 2.198 0.000
H 0.423 3.866 1.985 0.000
H -1.378 3.902 -0.136 0.000
H -1.360 2.373 -1.040 0.000
H -1.858 2.722 1.982 0.000
H -3.014 2.161 0.755 0.000
H -1.596 1.154 1.185 0.000
H 2.245 3.817 -2.505 0.000
```

**Expectation value of S²**: 2.01
**DFT total energy**: -3447.4319 Ha
**Spin multiplicity**: 3
**Charge**: 0
**Gap between HOMO and LUMO (spin up / spin down)**: 7.0 / 5.8 eV
**HOMO energy (spin up / spin down)**: -7.918 / -7.974 eV



No. 2
Density functional theory data (wB97M-V/def2-TZVPD) for C4H8O in the gas phase in a non-equilibrium geometry.

The geometry in XYZ format:
```
13
Properties=species:S:1:pos:R:3:nbo_charge:R:1
C 1.003 -0.983 -1.129 -0.594
C 0.419 0.320 -0.593 -0.502
C -0.674 0.657 1.989 -0.240
C -1.032 0.329 -0.307 0.180
O -1.470 0.624 0.867 -0.392
H 2.093 -0.915 -1.177 0.210
H 0.731 -1.827 -0.490 0.206
H 0.633 -1.188 -2.140 0.205
H 0.601 1.125 -1.325 0.213
H -1.176 1.201 2.777 0.161
H 0.890 0.608 0.356 0.232
H -0.236 -0.296 2.271 0.157
H -1.782 0.345 -1.098 0.165
```

**DFT total energy**: -232.3031 Ha
**Charge**: 0
**Gap between HOMO and LUMO (spin up / spin down)**: 8.6 / 7.3 eV
**HOMO energy (spin up / spin down)**: -7.874 / -6.855 eV



No. 3
Density functional theory data (wB97M-V/def2-TZVPD) for C4H6ClN in the gas phase in a non-equilibrium geometry.

The geometry in XYZ format:
```
12
Properties=species:S:1:pos:R:3:nbo_charge:R:1
C 0.767 -0.589 -1.261 -0.231
C 0.511 0.042 0.104 0.272
C 0.057 -1.573 -1.775 -0.344
C -0.878 1.205 1.567 -0.464
N -0.581 0.522 0.280 -0.392
Cl 2.025 0.099 1.052 -0.077
H 1.631 -0.196 -1.736 0.211
H 0.262 -1.809 -2.745 0.193
H -0.819 -2.094 -1.290 0.209
H -1.886 1.105 1.818 0.208
H -0.242 0.974 2.519 0.202
H -0.845 2.314 1.468 0.213
```

**DFT total energy**: -670.8996 Ha
**Charge**: 0
**Gap between HOMO and LUMO**: 10.9 eV
**SMILES**: C=C/C(Cl)=N/C
**HOMO energy**: -10.091 eV